C4H8O | wB97M-V/def2-TZVPD

```
13
Properties=species:S:1:pos:R:3:nbo_charge:R:1
C -1.21 1.13 -0.18 -0.632
C -0.60 -0.26 -0.28 0.110
C 0.42 -0.63 0.82 -0.448
C 1.46 -0.67 -0.28 -0.059
H -0.47 1.85 0.26 0.202
H -2.06 1.14 0.57 0.210
H -1.49 1.47 -1.19 0.226
H -1.39 -0.96 -0.51 0.168
H 0.51 0.16 1.54 0.207
H 0.22 -1.58 1.22 0.208
H 2.14 0.22 -0.18 0.165
H 2.00 -1.58 -0.55 0.181
O 0.47 -0.28 -1.24 -0.538
```

Calculated values
maximum force: 2.49 eV Å⁻¹
highest occupied orbital energy: -9.50 eV
SMILES string: C[C@@H]1CCO1
electronic energy: -232.39545 Eh
relative energy (zero: lowest compared OMol25 entry of this formula, charge and spin): 131.8 kJ/mol
HOMO-LUMO gap: 10.6779 eV

=====

C4H8O | wB97M-V/def2-TZVPD

```
13
Properties=species:S:1:pos:R:3:nbo_charge:R:1
C 0.36 1.39 0.11 -0.603
C -0.25 -0.02 -0.31 -0.338
C 0.89 -0.92 0.34 -0.617
C -1.64 -0.47 -0.03 0.462
H 0.47 1.31 1.15 0.204
H 1.35 1.57 -0.54 0.217
H -0.44 2.19 -0.19 0.216
H 0.06 -0.27 -1.32 0.226
H 1.81 -0.65 -0.25 0.218
H 0.68 -1.72 -0.33 0.213
H 0.92 -0.97 1.42 0.226
H -1.60 -1.68 -0.30 0.080
O -2.59 0.23 0.23 -0.504
```

Calculated values
maximum force: 5.05 eV Å⁻¹
highest occupied orbital energy: -9.97 eV
SMILES string: CC(C)C=O
electronic energy: -232.35916 Eh
relative energy (zero: lowest compared OMol25 entry of this formula, charge and spin): 227.0 kJ/mol
HOMO-LUMO gap: 10.6660 eV

=====

C4H8O | wB97M-V/def2-TZVPD

```
13
Properties=species:S:1:pos:R:3:nbo_charge:R:1
C -1.48 0.46 0.30 -0.640
C -0.15 0.22 -0.44 -0.328
C 0.85 -1.79 -0.14 -0.551
C 0.96 1.07 0.06 0.409
O 2.02 0.66 0.47 -0.505
H -2.31 -0.10 -0.13 0.227
H -1.40 0.20 1.36 0.220
H -1.77 1.53 0.25 0.223
H -0.32 0.43 -1.52 0.227
H 1.80 -1.72 -0.69 0.194
H -0.06 -1.32 -0.51 0.218
H 1.11 -1.79 0.93 0.193
H 0.75 2.16 0.05 0.112
```

Calculated values
maximum force: 1.99 eV Å⁻¹
highest occupied orbital energy: -8.28 eV
electronic energy: -232.27106 Eh
relative energy (zero: lowest compared OMol25 entry of this formula, charge and spin): 458.4 kJ/mol
HOMO-LUMO gap: 8.6564 eV

=====

C4H8O | wB97M-V/def2-TZVPD

```
13
Properties=species:S:1:pos:R:3:nbo_charge:R:1
C 0.84 -1.07 -0.72 -0.629
C 0.36 -0.55 0.59 -0.397
C -1.00 0.23 0.40 -0.510
C -0.60 1.70 0.05 0.419
H 0.15 -1.81 -1.18 0.215
H 1.86 -1.44 -0.44 0.215
H 0.97 -0.30 -1.64 0.222
H 0.22 -1.45 1.33 0.217
H 1.15 0.13 1.08 0.207
H -1.65 0.21 1.30 0.221
H -1.59 -0.03 -0.45 0.232
H -0.01 2.32 0.88 0.134
O -0.71 2.06 -1.19 -0.546
```

Calculated values
maximum force: 6.26 eV Å⁻¹
highest occupied orbital energy: -9.85 eV
SMILES string: CCCC=O
electronic energy: -232.38912 Eh
relative energy (zero: lowest compared OMol25 entry of this formula, charge and spin): 148.4 kJ/mol
HOMO-LUMO gap: 10.5915 eV

=====

C4H8O | wB97M-V/def2-TZVPD

```
13
Properties=species:S:1:pos:R:3:nbo_charge:R:1
C 0.91 1.29 -0.76 -0.617
C 0.49 -0.12 -0.40 -0.500
C -0.20 -0.34 0.94 -0.543
C -1.19 -1.40 0.52 0.491
O -1.81 -1.33 -0.54 -0.533
H 1.73 1.73 -0.17 0.183
H 0.05 1.95 -0.67 0.193
H 1.22 1.31 -1.81 0.211
H -0.93 -0.46 -1.07 0.321
H 1.35 -0.83 -0.46 0.193
H 0.36 -0.67 1.83 0.209
H -0.76 0.56 1.22 0.242
H -1.33 -2.31 1.08 0.151
```

Calculated values
maximum force: 3.92 eV Å⁻¹
highest occupied orbital energy: -8.12 eV
electronic energy: -232.32474 Eh
relative energy (zero: lowest compared OMol25 entry of this formula, charge and spin): 317.4 kJ/mol
HOMO-LUMO gap: 8.4920 eV

=====

C4H8O | wB97M-V/def2-TZVPD

```
13
Properties=species:S:1:pos:R:3:nbo_charge:R:1
C -1.19 -0.43 0.72 0.137
C -0.90 -1.72 0.89 -0.501
O -1.84 0.02 -0.43 -0.700
H -1.99 0.98 -0.35 0.479
H -1.22 0.29 1.53 0.170
H -0.57 -2.09 1.86 0.212
H -0.92 -2.41 0.06 0.208
C 1.32 0.29 -0.98 -0.375
C 1.55 1.48 -0.40 -0.407
H 0.73 2.16 -0.19 0.181
H 2.55 1.76 -0.08 0.194
H 2.13 -0.40 -1.18 0.193
H 0.34 0.08 -1.45 0.208
```

Calculated values
maximum force: 1.85 eV Å⁻¹
highest occupied orbital energy: -9.00 eV
SMILES string: C=CO.C=C
electronic energy: -232.36948 Eh
relative energy (zero: lowest compared OMol25 entry of this formula, charge and spin): 199.9 kJ/mol
HOMO-LUMO gap: 9.8312 eV

=====

C4H8O | wB97M-V/def2-TZVPD

```
13
Properties=species:S:1:pos:R:3:nbo_charge:R:1
C 2.78 -0.83 -0.65 -0.373
C 2.42 -0.90 0.62 -0.390
H 3.43 -0.10 -1.11 0.191
H 2.27 -1.43 -1.39 0.189
H 2.79 -0.27 1.41 0.191
H 1.57 -1.50 0.84 0.192
C -2.76 -0.13 -0.10 -0.502
C -1.69 0.49 0.39 0.137
O -0.87 1.27 -0.36 -0.689
H -2.86 -0.30 -1.16 0.206
H -3.44 -0.56 0.61 0.207
H -1.64 0.61 1.47 0.158
H -0.47 1.96 0.19 0.483
```

Calculated values
maximum force: 1.84 eV Å⁻¹
highest occupied orbital energy: -9.07 eV
SMILES string: C=CO.C=C
electronic energy: -232.36579 Eh
relative energy (zero: lowest compared OMol25 entry of this formula, charge and spin): 209.6 kJ/mol
HOMO-LUMO gap: 9.8821 eV

=====

C4H8O | wB97M-V/def2-TZVPD

```
13
Properties=species:S:1:pos:R:3:nbo_charge:R:1
O 0.66 4.34 -1.69 -0.481
C 1.48 5.14 -1.37 0.293
H 1.39 6.07 -0.74 0.096
H 2.47 4.92 -1.59 0.093
C -1.22 -2.88 1.36 -0.630
C -0.55 -1.78 0.67 -0.173
C 0.12 -1.85 -0.43 -0.393
H -1.14 -3.93 0.80 0.206
H -0.84 -2.96 2.31 0.213
H -2.37 -2.63 1.48 0.211
H -0.75 -0.78 1.02 0.192
H 0.60 -0.99 -0.79 0.190
H 0.16 -2.67 -1.04 0.182
```

Calculated values
maximum force: 4.93 eV Å⁻¹
highest occupied orbital energy: -9.57 eV
SMILES string: C=CC.C=O
electronic energy: -232.35338 Eh
relative energy (zero: lowest compared OMol25 entry of this formula, charge and spin): 242.2 kJ/mol
HOMO-LUMO gap: 10.5475 eV

=====

- Which of these has the highest maximum force?
  number 4

=====

- The highest electronic energy belongs to which entry?
  number 3